{"formula": "C7H9NOS", "method": "ωB97M-V with the def2-TZVPD basis set", "species": ["C", "C", "C", "C", "C", "C", "C", "N", "O", "S", "H", "H", "H", "H", "H", "H", "H", "H", "H"], "coordinates": [[1.4537, -1.4393, -0.7428], [0.0305, -1.6478, -1.0080], [1.8252, -0.9081, 0.4301], [-0.8442, -0.9127, -0.2997], [-0.2598, 1.9063, -0.2394], [0.9354, -0.1842, 1.3328], [-0.4630, -0.0299, 0.7511], [-1.0292, 1.7345, -1.3232], [0.4679, 2.6054, 0.3539], [-1.5955, 0.3096, 2.1706], [2.0871, -1.9453, -1.5017], [-0.3852, -2.2981, -1.7732], [2.8735, -0.9264, 0.4674], [-2.0176, -1.0725, -0.3697], [0.9172, -0.6641, 2.2409], [1.3218, 0.7714, 1.4707], [-1.7364, 1.0516, -1.3895], [-1.0492, 2.4739, -2.0478], [-2.5321, 1.1758, 1.4773]], "atomic_forces_ev_per_a": [[-1.11, -1.58, -0.62], [-0.90, 1.06, -0.07], [0.49, -0.44, -2.89], [-3.35, -1.68, 0.23], [-1.52, -5.38, 1.68], [-1.20, -0.53, -2.16], [0.56, 3.45, 0.25], [1.49, 3.41, -0.83], [0.38, 1.44, -0.82], [-1.12, 1.06, -1.95], [0.19, 0.65, 1.02], [0.52, -0.02, 0.00], [1.43, 0.40, 1.19], [2.48, 0.22, -0.25], [-0.11, -1.10, 2.55], [0.74, 1.96, 0.60], [-0.27, -1.02, 0.30], [-0.07, -0.54, 0.67], [1.39, -1.34, 1.09]], "nbo_charge": [-0.240, -0.242, -0.142, -0.266, 0.787, -0.504, -0.246, -0.836, -0.535, -0.036, 0.213, 0.217, 0.210, 0.209, 0.214, 0.249, 0.425, 0.394, 0.129], "e_tot_ev": -21774.5390, "largest_force_ev_per_a": 5.84, "spin_multiplicity": 1, "gap_ha": 0.2822, "homo_ha": -0.26763}



{"formula": "C7H9NS2", "method": "ωB97M-V with the def2-TZVPD basis set", "species": ["C", "C", "C", "C", "C", "C", "C", "N", "S", "S", "H", "H", "H", "H", "H", "H", "H", "H", "H"], "coordinates": [[-2.7085, 0.6001, -0.0466], [-1.3978, 0.7927, -0.4573], [-2.9473, -0.7422, 0.1770], [-0.8051, -0.4685, -0.5293], [2.6989, 0.8947, -0.2232], [1.9778, 0.4878, 1.1450], [0.6304, -0.9747, -0.7660], [-1.7412, -1.3449, 0.0423], [1.6383, 0.3102, -1.6251], [1.4562, -1.2355, 0.8682], [-3.4784, 1.2608, -0.0630], [-1.0613, 1.6984, -0.7141], [-3.7326, -1.2847, 0.4965], [2.8623, 1.9322, -0.3208], [3.6925, 0.5493, -0.2993], [2.7416, 0.8572, 1.9073], [1.0439, 1.0211, 1.5373], [0.7359, -1.9801, -1.2540], [-1.6059, -2.3739, 0.1252]], "atomic_forces_ev_per_a": [[-0.38, -2.36, 0.09], [-0.34, -3.69, 0.10], [3.31, 2.23, -0.22], [0.28, -0.63, 1.18], [-2.79, -0.66, 0.70], [0.43, 1.70, -0.23], [-0.10, 0.94, 1.01], [1.09, -1.66, -1.56], [0.24, -0.03, 0.12], [0.75, -0.33, 0.61], [-1.82, 2.19, 0.15], [1.70, 2.94, -1.10], [-2.65, -1.40, 0.95], [-0.59, 1.55, -0.10], [0.92, -1.37, 0.19], [-0.74, -1.82, -0.42], [1.14, -0.14, -1.53], [-0.36, 1.08, 0.23], [-0.07, 1.47, -0.18]], "nbo_charge": [-0.298, -0.276, -0.054, 0.080, -0.506, -0.578, -0.487, -0.500, 0.194, 0.204, 0.209, 0.220, 0.200, 0.222, 0.213, 0.255, 0.238, 0.255, 0.410], "e_tot_ev": -30564.0422, "largest_force_ev_per_a": 3.99, "spin_multiplicity": 1, "gap_ha": 0.3173, "homo_ha": -0.29232}



{"formula": "C7H9OP", "method": "ωB97M-V with the def2-TZVPD basis set", "species": ["C", "C", "C", "C", "C", "C", "C", "O", "P", "H", "H", "H", "H", "H", "H", "H", "H", "H"], "coordinates": [[0.7631, -2.2495, 1.3455], [0.8719, -2.0907, 0.0185], [0.5956, -1.2377, 2.3107], [0.5452, -0.8930, -0.8236], [0.0311, -0.1018, 1.9935], [0.1199, 0.1836, -0.2101], [-1.0491, 2.0160, -2.1993], [-0.2025, 2.9123, 0.1827], [-0.7196, 1.6808, -0.4305], [0.9494, -3.2379, 1.7234], [1.4632, -2.7793, -0.4369], [0.9063, -1.5407, 3.2968], [0.6940, -0.8645, -1.9005], [-0.1796, 0.8101, 2.6611], [-1.3517, 3.0298, -2.5224], [0.0511, 1.8556, -2.4366], [-1.6587, 1.3427, -2.7071], [-1.8297, 1.1643, 0.1347]], "atomic_forces_ev_per_a": [[0.77, -0.60, -1.14], [-0.81, 2.46, -0.39], [-0.95, -0.20, 0.42], [0.73, -1.00, 1.57], [0.08, 3.34, -2.52], [-0.10, -0.58, 4.29], [2.63, 0.59, 0.78], [0.60, 0.22, 0.56], [-1.02, 1.79, -0.83], [0.51, -0.27, 0.07], [0.75, -2.58, -1.73], [-0.31, 0.35, 0.57], [0.03, -0.40, 0.07], [0.33, -1.46, -1.48], [0.36, -0.38, 0.89], [-1.19, 0.35, -0.85], [-0.82, -1.56, -0.79], [-1.61, -0.09, 0.48]], "nbo_charge": [-0.168, -0.202, -0.341, -0.262, -0.076, -0.337, -0.990, -1.081, 1.750, 0.211, 0.205, 0.229, 0.231, 0.231, 0.268, 0.229, 0.232, -0.129], "e_tot_ev": -18736.6034, "largest_force_ev_per_a": 4.33, "spin_multiplicity": 1, "gap_ha": 0.3259, "homo_ha": -0.32808}